[1]
14
Properties=species:S:1:pos:R:3:forces:R:3 method="wB97M-V/def2-TZVPD" homo_ev="-8.510 / -9.273" energy_ha=-1740.34578 orbital_gap_ev="6.667 / 8.295" lumo_energy_ev="-1.843 / -0.978" e_above_lowest_kcal_mol=176.95
C 0.188 -0.555 0.755 -0.4 0.1 -0.1
C 1.240 -0.530 1.493 -0.6 -0.8 -0.1
C -0.188 0.413 -0.332 0.2 0.2 0.0
C 1.112 -3.069 2.787 0.2 0.6 0.1
N 2.372 -0.691 2.168 0.7 -0.1 0.3
O 2.438 -0.272 3.334 0.2 0.5 -0.2
O 3.279 -1.318 1.590 0.3 0.6 -0.1
Cl 1.324 -2.529 4.384 -0.2 -0.6 -0.2
Cl 2.404 -3.816 1.998 -0.4 -0.4 0.2
Cl -0.468 -3.367 2.253 -0.2 -0.4 0.1
H -0.546 -1.351 0.937 0.3 0.1 0.1
H -0.966 -0.016 -0.957 0.0 0.0 0.0
H 0.681 0.640 -0.946 0.0 0.1 -0.1
H -0.555 1.343 0.097 -0.1 0.1 0.0

***

[2]
10
Properties=species:S:1:pos:R:3:forces:R:3 method="wB97M-V/def2-TZVPD" homo_ev=-7.891 energy_ha=-1059.38541 orbital_gap_ev=7.262 lumo_energy_ev=-0.630 e_above_lowest_kcal_mol=99.91
C -0.116 -0.331 -0.549 -2.6 2.3 0.1
C -1.545 1.805 -0.250 -3.7 -6.6 -1.1
P 1.067 0.091 0.478 0.2 -0.1 -0.7
P 2.480 -1.614 0.319 0.0 -0.1 -2.3
I -1.077 -1.841 -1.569 0.5 0.5 0.3
H -1.402 1.852 0.750 0.0 0.0 3.0
H -2.560 1.458 -0.693 2.0 0.6 1.1
H -1.045 2.439 -0.778 3.1 3.7 -3.4
H 1.569 -2.573 0.716 -0.6 -0.6 0.0
H 2.631 -1.285 1.576 1.1 0.4 3.0

***

[3]
14
Properties=species:S:1:pos:R:3:forces:R:3 method="wB97M-V/def2-TZVPD" homo_ev="-9.652 / -9.651" energy_ha=-324.57889 orbital_gap_ev="8.245 / 8.245" lumo_energy_ev="-1.406 / -1.407" e_above_lowest_kcal_mol=91.35
C -1.581 1.032 0.435 0.1 0.1 0.0
C -0.665 -0.183 0.573 0.3 0.1 0.2
C 0.583 -0.178 -0.288 0.6 0.1 0.2
C 1.634 -1.160 -0.122 -0.9 -1.3 -0.6
O 2.264 -1.644 -1.067 0.7 -0.1 0.2
C 0.465 0.426 -1.586 0.1 0.8 -0.7
N 0.305 0.967 -2.599 0.1 -0.6 1.0
H -1.047 1.952 0.682 -0.1 0.0 0.0
H -2.438 0.939 1.111 0.2 0.0 -0.1
H -1.972 1.128 -0.584 0.1 -0.1 0.2
H -0.353 -0.354 1.608 -0.1 0.1 0.0
H -1.231 -1.093 0.294 0.4 0.2 -0.1
H 2.104 -0.005 0.338 -1.8 1.0 -0.4
H 1.577 -1.622 0.889 0.3 -0.1 0.0

***

[4]
56
Properties=species:S:1:pos:R:3:forces:R:3 method="wB97M-V/def2-TZVPD" homo_ev=-11.753 energy_ha=-1924.93661 orbital_gap_ev=9.465 lumo_energy_ev=-2.288 total_charge=+1 e_above_lowest_kcal_mol=0.00
Cd -0.682 -0.956 0.449 0.0 0.0 0.0
O -4.274 -3.157 -1.085 0.0 0.0 0.0
C -3.361 -2.498 -0.392 0.0 0.0 0.0
O -2.174 -2.542 -0.650 0.0 0.0 0.0
C -3.984 -1.693 0.717 0.0 0.0 0.0
O -2.999 -1.270 1.624 0.0 0.0 0.0
C -3.174 0.093 2.029 0.0 0.0 0.0
C -2.756 1.085 0.929 0.1 0.0 0.0
O -2.993 2.263 1.101 0.0 0.0 0.0
O -2.134 0.565 -0.082 0.0 -0.1 0.0
H -3.845 -3.641 -1.808 0.0 0.0 0.0
H -4.488 -0.851 0.231 0.0 0.0 0.0
H -4.744 -2.302 1.213 0.0 0.0 0.0
H -4.205 0.286 2.326 0.0 0.0 0.0
H -2.538 0.238 2.903 0.0 0.0 0.0
O -0.265 -1.606 2.673 0.0 0.0 0.0
C 0.552 -0.859 3.598 0.0 0.0 0.0
C 2.036 -1.058 3.360 0.0 0.0 0.0
C 2.475 -0.779 1.915 0.0 0.0 0.0
C 2.091 0.598 1.454 0.0 0.0 0.0
C 2.952 1.671 1.638 0.0 0.0 0.0
C 2.548 2.947 1.279 0.0 0.0 0.0
C 1.287 3.120 0.736 0.0 0.0 0.0
C 0.484 2.008 0.559 0.0 0.0 0.0
N 0.872 0.772 0.909 0.0 0.0 0.0
H -0.317 -2.529 2.939 0.0 0.0 0.0
H 0.280 -1.139 4.616 0.0 0.0 0.0
H 0.269 0.183 3.454 0.0 0.0 0.0
H 2.320 -2.081 3.622 0.0 0.0 0.0
H 2.570 -0.399 4.050 0.0 0.0 0.0
H 2.040 -1.523 1.249 0.0 0.0 0.0
H 3.558 -0.888 1.855 0.0 0.0 0.0
H 3.928 1.499 2.070 0.0 0.0 0.0
H 3.207 3.792 1.427 0.0 0.0 0.0
H 0.917 4.096 0.458 0.0 0.0 0.0
H -0.507 2.093 0.133 0.0 0.0 0.0
C 0.534 3.533 -3.198 0.0 0.0 0.0
C 0.755 2.076 -2.909 0.0 0.0 0.0
C -0.328 1.204 -2.791 0.0 0.0 0.0
C -0.133 -0.134 -2.503 0.0 0.0 0.0
C 1.161 -0.612 -2.314 0.0 0.0 0.0
C 2.252 0.241 -2.418 0.0 0.0 0.0
C 2.042 1.576 -2.721 0.0 0.0 0.0
S 1.475 -2.268 -1.773 0.0 0.0 0.0
C 0.458 -3.202 -2.907 0.0 0.0 0.0
O 0.775 -2.412 -0.425 0.0 0.0 0.0
H -0.432 3.703 -3.668 0.0 0.0 0.0
H 1.314 3.929 -3.847 0.0 0.0 0.0
H 0.555 4.108 -2.269 0.0 0.0 0.0
H -1.336 1.580 -2.911 0.0 0.0 0.0
H -0.994 -0.788 -2.419 0.0 0.0 0.0
H 3.255 -0.137 -2.261 0.0 0.0 0.0
H 2.891 2.243 -2.809 0.0 0.0 0.0
H -0.583 -2.912 -2.784 0.0 0.0 0.0
H 0.588 -4.251 -2.650 0.0 0.0 0.0
H 0.807 -3.015 -3.922 0.0 0.0 0.0